90
Properties=species:S:1:pos:R:3:forces:R:3 method="wB97M-V/def2-TZVPD" charge=+1 orbital_gap_ev=1.8 homo_energy_ha=-0.381 spin_multiplicity=1
Cd -1.315 1.894 2.545 -0.44 -0.45 -0.01
C -5.121 0.370 -1.201 1.57 -0.34 1.88
O -4.512 0.539 0.066 -0.96 -0.27 -1.98
H -4.886 1.217 -1.847 0.10 0.66 -0.14
H -4.863 -0.544 -1.736 0.18 -0.14 0.30
H -6.203 0.448 -1.092 -0.53 0.22 0.28
C 0.729 2.579 -7.514 -1.54 -1.45 -1.47
O 1.073 3.387 -6.476 0.83 1.15 1.53
C 0.169 3.442 -5.365 0.40 0.72 -0.85
C 0.493 4.631 -4.461 0.82 -1.64 0.01
N 1.773 4.528 -3.745 -0.56 -0.92 0.12
C 2.163 5.810 -3.243 -0.26 0.93 -0.08
C 3.503 5.800 -2.519 -1.42 -0.76 -0.51
O 4.439 5.764 -3.563 1.60 -0.79 0.33
C 5.658 5.079 -3.216 -0.08 -0.09 -0.64
H -0.271 2.793 -7.890 -0.40 0.37 -0.06
H 0.660 1.514 -7.290 0.29 -0.34 0.58
H 1.356 2.622 -8.404 0.57 0.60 0.45
H 0.128 2.479 -4.856 0.10 -0.05 0.19
H -0.826 3.725 -5.710 -0.36 -0.48 -0.41
H -0.316 4.571 -3.734 -0.05 0.50 0.28
H 0.387 5.530 -5.068 0.10 0.30 -0.01
H 2.539 4.221 -4.327 -0.24 -0.28 -0.53
H 1.336 6.208 -2.656 0.10 0.11 0.34
H 2.259 6.431 -4.134 0.19 0.90 0.16
H 3.523 4.859 -1.969 0.21 -0.08 0.36
H 3.578 6.631 -1.818 0.41 0.26 -0.13
H 6.284 5.678 -2.554 0.05 0.03 -0.06
H 6.188 4.787 -4.123 0.07 0.92 -0.31
H 5.551 4.074 -2.809 -0.84 0.06 0.73
C -3.334 1.487 6.206 -0.36 -0.44 -0.09
O -2.396 0.538 5.729 -0.39 -0.61 1.21
C -2.555 -0.735 6.433 1.91 0.52 -1.71
C -1.268 -1.532 6.064 -0.46 -0.23 -0.56
N -1.001 -1.674 4.601 -0.11 -0.78 0.14
C 0.119 -2.598 4.216 0.49 1.55 0.13
C -0.097 -4.056 4.499 -0.64 -0.33 1.42
O 0.339 -4.399 5.832 0.29 1.56 -1.13
C 0.280 -5.721 6.211 0.30 -1.63 0.75
H -4.334 1.070 6.084 -0.33 0.28 -0.36
H -3.197 2.407 5.639 -0.16 -0.01 0.07
H -3.272 1.685 7.276 0.53 0.12 0.13
H -3.475 -1.236 6.132 -0.07 -0.01 -0.27
H -2.576 -0.629 7.518 0.05 0.34 0.06
H -1.432 -2.550 6.416 0.39 -0.04 0.71
H -0.395 -1.050 6.505 -0.11 -0.21 0.22
H -1.741 -2.287 4.292 -1.00 0.61 -0.44
H 1.069 -2.226 4.601 0.00 -0.18 0.45
H 0.249 -2.465 3.142 -0.29 -0.11 -0.15
H 0.311 -4.606 3.651 0.45 -0.59 0.43
H -1.166 -4.258 4.564 -0.41 -0.08 -0.71
H 1.233 -6.223 6.047 0.14 -0.11 -0.27
H -0.503 -6.351 5.789 -0.27 0.33 -0.61
H 0.101 -5.806 7.283 0.05 0.45 0.15
C -0.097 -4.852 -1.482 1.14 0.33 -0.63
O 1.178 -4.421 -2.058 -0.52 0.02 -0.45
C 1.131 -3.329 -3.040 -1.27 0.18 0.89
C 2.520 -2.827 -3.311 -0.09 -0.31 0.06
N 3.029 -2.312 -2.085 0.30 -0.62 1.49
C 4.382 -1.882 -2.265 0.04 0.36 0.48
C 5.005 -1.421 -0.974 0.73 1.18 1.37
O 5.195 -2.438 -0.022 -0.66 -1.47 -0.13
C 5.741 -2.074 1.234 0.64 -0.13 -1.36
H 0.008 -5.655 -0.752 0.95 -0.25 -0.31
H -0.704 -5.267 -2.287 -0.50 0.46 0.13
H -0.532 -4.081 -0.847 -0.41 0.53 -0.66
H 0.560 -2.519 -2.586 0.10 0.31 0.38
H 0.565 -3.467 -3.961 0.08 -1.19 -0.18
H 2.601 -2.000 -4.016 -0.64 -0.22 -0.50
H 3.161 -3.640 -3.652 0.02 -0.30 -0.49
H 3.124 -3.140 -1.515 -0.47 -0.04 0.79
H 4.276 -1.073 -2.988 0.90 0.25 -0.02
H 4.995 -2.699 -2.647 0.36 -0.01 -0.43
H 4.445 -0.666 -0.423 -0.62 0.50 -0.58
H 5.985 -0.973 -1.135 0.27 0.18 -0.52
H 5.108 -1.439 1.854 -0.41 -0.23 0.06
H 6.656 -1.512 1.045 0.31 0.15 0.16
H 6.024 -3.032 1.670 -0.24 0.30 0.46
O -8.610 -3.981 -0.296 0.24 0.03 0.21
H -8.575 -3.206 -0.857 -0.02 0.18 -0.14
H -9.306 -4.519 -0.672 -0.19 -0.20 -0.05
O -7.488 4.472 1.103 -0.11 0.05 0.10
H -6.858 4.924 0.541 0.09 0.19 -0.15
H -7.185 3.564 1.121 0.02 -0.25 0.06
O -2.278 5.397 1.480 0.09 -0.44 0.16
H -1.598 6.061 1.597 0.20 0.21 0.05
H -2.924 5.812 0.909 -0.21 0.08 -0.14
O -5.131 -3.348 2.747 0.25 0.02 0.22
H -4.969 -2.546 2.251 0.02 0.20 -0.13
H -5.866 -3.765 2.297 -0.26 -0.20 -0.10

99
Properties=species:S:1:pos:R:3:forces:R:3 method="wB97M-V/def2-TZVPD" charge=-1 orbital_gap_ev=1.5 homo_energy_ha=-0.151 spin_multiplicity=1
O 4.668 3.625 2.415 0.23 -0.69 -0.63
V 5.109 2.515 1.399 1.64 0.42 0.02
O 6.683 2.708 1.141 -2.49 -0.37 0.36
C -2.687 4.530 -5.934 4.22 -0.15 0.07
O -2.771 4.525 -7.379 -1.95 0.56 -0.80
O -1.289 4.614 -5.657 -4.15 0.29 0.10
C -3.619 5.613 -5.208 1.62 -0.84 -1.93
F -3.428 5.779 -3.935 1.24 -0.21 2.25
F -3.575 6.792 -5.765 1.45 2.53 -1.25
F -4.885 5.341 -5.319 -3.41 -2.15 -0.32
C -4.054 4.210 -7.991 0.39 -0.15 0.07
C -3.885 3.877 -9.492 0.66 -0.13 1.03
H -4.804 3.480 -9.923 -0.20 0.45 -0.02
H -3.460 4.711 -10.051 -0.28 0.03 -0.07
H -3.179 3.050 -9.565 0.22 0.03 0.02
H -4.817 4.969 -7.820 0.27 0.63 -0.21
H -4.535 3.347 -7.531 0.35 -0.52 0.38
H -3.074 3.544 -5.677 -0.42 -0.36 0.73
C 1.329 -0.733 -0.289 3.56 1.92 -0.53
O 0.964 0.325 0.643 -1.56 -1.23 0.19
O 2.735 -0.551 -0.301 -2.15 -1.62 -0.08
C 0.733 -2.205 -0.055 1.70 1.02 0.79
F 1.267 -3.198 -0.812 -0.01 0.88 -0.21
F 0.931 -2.576 1.202 0.39 -0.35 1.27
F -0.573 -2.250 -0.227 -1.35 0.22 -0.72
C -0.409 0.661 0.870 0.73 0.30 1.29
C -0.371 1.745 1.951 -0.58 0.45 -0.49
H 0.092 2.647 1.550 0.28 -0.01 0.15
H -1.392 2.036 2.198 -0.20 -0.01 0.01
H 0.093 1.449 2.892 0.25 -0.22 -0.27
H -0.988 -0.148 1.317 0.02 -0.48 -0.40
H -0.917 1.050 -0.012 0.07 -0.14 -0.26
H 0.969 -0.414 -1.267 -0.55 -0.17 -0.43
C 5.856 -6.290 3.763 -1.04 0.90 0.44
O 5.532 -7.215 4.795 0.94 -0.51 0.03
H 5.994 -6.680 2.755 -0.08 -0.39 0.12
H 5.023 -5.586 3.792 0.02 0.35 -0.74
H 6.729 -5.689 4.016 0.16 -0.48 0.32
H 4.805 -7.779 4.521 0.00 0.13 -0.18
C -3.855 -7.651 -2.689 1.16 -0.25 0.00
O -3.066 -8.740 -2.153 -0.62 0.30 -0.33
H -4.298 -7.102 -1.858 -0.09 -0.13 -0.20
H -3.135 -7.027 -3.219 -0.32 0.60 0.05
H -4.580 -7.982 -3.432 -0.31 -0.14 0.27
H -2.427 -8.900 -2.851 0.18 -0.36 0.22
C -6.860 7.241 3.657 0.56 0.10 -0.54
O -7.023 6.622 4.915 -0.28 0.23 0.19
H -7.548 6.896 2.885 -0.28 -0.21 0.13
H -6.980 8.321 3.732 -0.16 -0.09 0.40
H -5.855 7.084 3.266 0.17 -0.05 -0.03
H -6.660 5.734 4.891 0.00 0.01 -0.13
C 5.171 -10.119 -1.545 0.47 -0.14 -0.59
O 4.815 -11.197 -2.411 -0.23 0.01 0.31
H 6.161 -9.783 -1.853 0.09 0.42 0.19
H 4.458 -9.307 -1.692 0.00 -0.18 0.13
H 5.231 -10.426 -0.501 -0.27 0.05 0.11
H 5.476 -11.877 -2.264 -0.07 -0.15 -0.14
C 2.693 -0.757 -7.375 -0.63 0.05 0.01
O 1.951 0.143 -8.188 0.64 0.37 -0.34
H 3.350 -1.432 -7.923 -0.24 -0.23 -0.42
H 3.376 -0.203 -6.731 -0.42 0.25 0.15
H 1.944 -1.307 -6.804 0.55 -0.33 0.46
H 1.131 -0.261 -8.483 0.12 -0.12 0.13
C -1.442 6.462 7.329 0.13 -1.00 -0.10
O -0.927 6.902 8.592 -0.46 0.22 -0.62
H -2.455 6.822 7.151 0.19 0.37 0.36
H -0.843 6.651 6.439 0.31 0.80 0.21
H -1.511 5.374 7.290 -0.15 -0.29 0.40
H 0.031 6.849 8.612 -0.03 -0.11 -0.24
C 4.098 -0.766 5.908 -0.45 -0.23 -0.23
O 5.018 -0.154 5.016 0.26 -0.16 0.32
H 3.770 -0.058 6.669 -0.18 0.01 0.05
H 3.253 -1.124 5.320 -0.06 0.20 0.08
H 4.527 -1.640 6.398 0.12 -0.06 0.06
H 5.835 -0.168 5.520 0.34 0.30 -0.37
C 7.197 -4.403 -4.027 0.10 0.03 -1.61
O 7.648 -3.741 -2.914 0.44 0.52 1.77
H 6.846 -3.655 -4.739 -0.50 -0.19 -0.37
H 8.068 -4.848 -4.508 -0.09 -0.36 0.10
H 6.429 -5.149 -3.825 -0.02 -0.11 -0.04
H 6.890 -3.334 -2.489 0.05 0.13 0.17
C -5.371 -0.041 5.709 0.09 0.65 0.17
O -6.171 1.125 5.809 -0.46 0.20 0.07
H -5.798 -0.887 6.248 -0.08 -0.13 -0.08
H -5.210 -0.273 4.656 0.30 -0.30 0.08
H -4.451 0.261 6.209 0.20 -0.41 -0.26
H -6.967 1.004 5.285 -0.05 0.00 0.01
C 0.684 9.660 0.131 -0.43 -0.20 0.04
O 1.307 10.866 -0.264 0.35 -0.04 -0.12
H -0.297 9.872 0.559 -0.20 -0.13 -0.02
H 0.560 9.022 -0.744 -0.03 0.25 -0.07
H 1.237 9.067 0.860 0.34 0.16 0.13
H 1.464 11.408 0.512 -0.03 -0.04 0.03
C -2.964 -5.753 3.789 0.99 0.57 -0.19
O -3.529 -6.133 5.006 -0.69 -0.84 0.73
H -3.560 -6.062 2.930 -0.30 0.20 0.31
H -2.814 -4.676 3.856 -0.05 0.21 -0.81
H -1.980 -6.203 3.656 0.15 -0.12 -0.12
H -2.838 -6.076 5.670 -0.11 -0.02 0.07

98
Properties=species:S:1:pos:R:3:forces:R:3 method="wB97M-V/def2-TZVPD" charge=-1 orbital_gap_ev=8.2 de_lowest_kj_mol=175.00 homo_energy_ha=-0.240 spin_multiplicity=1
C -3.360 22.325 3.647 -0.03 0.85 -0.40
C -2.051 22.657 2.946 2.26 -1.03 -0.58
O -1.959 23.566 2.063 -0.99 0.38 0.18
O -1.027 21.977 3.252 -1.16 0.22 0.52
H -4.212 22.674 3.068 -0.05 -0.18 -0.03
H -3.367 22.940 4.549 0.02 -0.40 0.33
H -3.444 21.259 3.838 0.09 0.06 0.23
C -2.204 20.595 10.161 -0.10 0.39 0.29
C -3.042 20.373 8.907 1.09 -0.48 -0.21
C -2.512 21.093 7.658 -1.49 -0.11 1.03
O -2.479 22.486 7.878 1.51 0.15 -0.31
C -3.658 23.250 7.749 0.18 -1.46 0.08
N -3.074 18.941 8.550 -0.23 0.07 0.48
H -1.217 20.126 10.165 -0.08 -0.24 -0.42
H -2.772 20.168 10.991 0.18 0.16 0.23
H -2.006 21.653 10.344 -0.28 0.05 0.07
H -4.059 20.700 9.138 -0.08 0.02 -0.26
H -3.210 20.759 6.881 0.03 0.53 -0.43
H -1.536 20.684 7.398 0.28 0.52 0.06
H -4.223 22.766 6.945 -0.46 0.60 -0.06
H -3.370 24.276 7.533 -0.11 -0.05 -0.13
H -4.211 23.195 8.693 -0.29 0.22 -0.13
H -3.414 18.463 9.380 -0.11 -0.27 -0.18
H -2.102 18.647 8.487 0.01 -0.08 -0.16
C -4.048 26.782 4.976 -0.18 0.00 -1.70
C -4.351 25.843 3.780 0.06 -0.06 -0.35
C -5.740 25.233 3.901 0.34 -0.94 0.68
O -6.755 26.225 3.866 -0.25 -0.53 0.05
C -8.024 25.629 4.079 -0.08 0.01 -1.23
N -4.242 26.613 2.476 -1.81 -0.68 1.35
H -3.687 26.302 5.881 -0.14 -0.12 -0.02
H -4.963 27.357 5.122 0.13 0.11 0.46
H -3.295 27.453 4.568 0.11 0.22 0.62
H -3.656 25.006 3.713 0.14 0.07 0.18
H -5.764 24.644 4.832 -0.20 0.40 0.45
H -5.919 24.428 3.177 -0.02 0.43 -0.65
H -8.173 24.769 3.419 0.53 -0.58 0.33
H -8.817 26.247 3.651 0.16 0.74 0.73
H -8.171 25.358 5.124 -0.17 0.04 0.06
H -4.452 25.908 1.767 0.68 -0.09 -0.23
H -5.190 26.998 2.538 0.31 1.05 -0.56
C -4.629 17.848 -2.663 -1.25 0.96 1.42
C -3.596 18.938 -2.274 1.05 -1.63 -2.83
C -3.617 19.474 -0.872 -0.99 -0.67 1.74
O -2.560 20.281 -0.444 -0.15 0.15 -0.05
C -2.549 21.534 -1.111 0.47 -0.37 -0.16
N -2.271 18.312 -2.573 0.25 -0.87 0.65
H -5.629 18.229 -2.421 -0.15 -0.19 -0.10
H -4.506 16.934 -2.078 0.19 0.04 0.09
H -4.651 17.568 -3.714 0.41 0.29 -0.08
H -3.659 19.673 -3.082 -0.31 0.65 0.57
H -3.663 18.649 -0.147 0.64 -0.45 -0.34
H -4.576 19.917 -0.564 -0.16 0.59 -0.86
H -1.896 21.408 -1.980 -0.33 0.34 -0.32
H -2.089 22.289 -0.476 -0.09 -0.21 0.23
H -3.572 21.834 -1.347 0.10 0.15 -0.24
H -2.304 17.419 -2.075 0.47 0.31 0.73
H -2.278 17.882 -3.496 -0.21 0.83 -0.47
C -0.301 27.004 2.267 0.16 -1.64 0.29
O -0.060 28.158 1.949 -0.35 0.03 0.41
N 0.599 25.981 2.030 1.09 1.23 -0.50
N -1.379 26.495 2.933 0.05 0.89 0.12
H 0.434 24.995 2.057 -0.17 -0.06 0.24
H 1.526 26.331 1.849 -0.05 -0.45 -0.32
H -2.187 27.080 3.058 -0.09 -0.15 -0.52
H -1.506 25.493 2.887 -0.25 0.09 -0.04
C -5.006 24.149 -0.193 -0.20 -1.58 -0.22
O -6.164 24.232 -0.608 0.21 0.50 0.17
N -3.938 24.774 -0.745 0.18 0.50 -0.04
N -4.625 23.264 0.773 -0.76 0.26 0.22
H -3.046 24.564 -0.335 0.23 0.36 -0.28
H -4.049 25.370 -1.544 0.07 0.04 0.13
H -5.376 22.711 1.188 0.46 0.29 -0.20
H -3.689 23.267 1.165 -0.02 0.12 -0.04
C -7.691 21.518 2.367 1.71 -0.30 -0.37
O -6.601 21.702 1.823 -0.91 -0.91 0.68
N -8.756 22.261 2.056 -1.19 1.17 -0.54
N -7.947 20.557 3.301 -0.19 0.31 -0.18
H -8.678 22.917 1.295 0.23 0.01 0.13
H -9.636 22.205 2.532 -0.03 -0.15 -0.05
H -7.252 19.883 3.561 0.07 0.20 0.16
H -8.788 20.709 3.822 0.08 -0.63 0.39
C 0.537 19.124 5.438 0.79 -0.60 0.60
O 1.382 18.463 6.036 -0.35 0.06 -0.16
N 0.795 20.256 4.746 -0.24 0.05 -0.07
N -0.801 18.812 5.399 -0.44 0.50 -0.35
H 1.742 20.531 4.572 0.01 -0.13 0.05
H 0.046 20.618 4.172 0.25 0.62 -0.31
H -1.230 18.096 5.952 0.34 -0.02 0.18
H -1.370 19.594 5.115 -0.41 -0.33 0.00
C 1.423 22.568 0.408 1.15 -0.26 0.70
O 2.370 22.114 -0.234 -0.49 0.29 -0.13
N 0.345 23.183 -0.117 -0.55 0.31 -0.95
N 1.400 22.558 1.772 0.02 0.41 -0.20
H -0.428 23.504 0.448 0.05 -0.09 0.15
H 0.344 23.360 -1.105 -0.03 -0.13 0.05
H 0.537 22.792 2.247 0.03 -0.59 0.43
H 2.186 22.157 2.246 -0.14 -0.14 0.03

E_LUMO for the records above, in order: -8.56 -2.64 1.69 eV
DFT total energy for the records above, in order: -1916.431733 -3579.296492 -2221.991969 Eh